C31H39Cl2NO6P2SSn | ωB97M-V/def2-TZVPD

```
83
Properties=species:S:1:pos:R:3:lowdin_charge:R:1
Sn 1.12 0.37 0.51 1.258
C -1.43 -1.73 5.17 -0.132
C -0.62 -0.58 4.55 -0.475
C -1.16 0.71 5.16 -0.127
P -0.36 -0.64 2.69 0.992
C 0.34 -2.41 2.50 -0.537
C 1.80 -2.33 2.96 -0.149
C -0.24 -3.76 2.93 -0.136
C -1.93 -0.86 1.77 -0.255
C -2.95 -1.73 2.18 -0.103
C -4.10 -1.93 1.45 -0.123
C -4.25 -1.26 0.24 -0.112
C -3.25 -0.41 -0.20 -0.048
C -2.08 -0.17 0.54 -0.318
N -1.12 0.69 0.00 -0.103
C -1.57 1.91 -0.44 -0.322
C -2.75 2.50 0.07 -0.028
C -3.22 3.71 -0.39 -0.101
C -2.53 4.42 -1.38 -0.124
C -1.34 3.89 -1.85 -0.118
C -0.85 2.66 -1.41 -0.313
P 0.72 1.94 -1.93 1.030
C 0.25 0.89 -3.39 -0.530
C 1.50 0.34 -4.07 -0.117
C -0.76 1.48 -4.37 -0.113
C 1.85 3.29 -2.52 -0.535
C 1.62 3.99 -3.86 -0.122
C 2.03 4.30 -1.38 -0.119
H -1.08 -1.92 6.18 0.073
H -1.38 -2.67 4.62 0.018
H -2.48 -1.44 5.24 0.071
H 0.42 -0.68 4.88 0.098
H -2.15 0.94 4.77 0.078
H -0.53 1.58 4.99 0.048
H -1.25 0.56 6.25 0.069
H 0.33 -2.42 1.41 0.055
H 1.87 -2.52 4.04 0.067
H 2.24 -1.35 2.79 0.039
H 2.42 -3.07 2.46 0.072
H -0.08 -3.96 4.00 0.057
H 0.28 -4.56 2.39 0.070
H -1.30 -3.86 2.71 0.056
H -2.83 -2.26 3.12 0.070
H -4.87 -2.61 1.81 0.081
H -5.14 -1.40 -0.37 0.087
H -3.36 0.09 -1.15 0.113
H -3.26 2.00 0.88 0.115
H -4.13 4.12 0.04 0.090
H -2.89 5.38 -1.73 0.079
H -0.79 4.44 -2.59 0.073
H -0.24 0.06 -2.87 0.092
H 2.04 1.13 -4.60 0.060
H 1.23 -0.42 -4.80 0.074
H 2.18 -0.10 -3.34 0.051
H -0.33 2.29 -4.96 0.055
H -1.64 1.87 -3.86 0.064
H -1.08 0.70 -5.07 0.070
H 2.79 2.73 -2.61 0.100
H 0.71 4.59 -3.86 0.056
H 1.56 3.29 -4.69 0.043
H 2.46 4.66 -4.05 0.071
H 1.18 4.99 -1.34 0.072
H 2.94 4.89 -1.54 0.070
H 2.08 3.82 -0.40 0.055
Cl 3.41 -6.71 -3.03 0.561
C 3.21 -5.05 -2.49 -0.687
C 4.35 -4.25 -2.29 -0.163
C 4.22 -2.95 -1.90 -0.576
Cl 5.66 -1.98 -1.67 0.637
C 2.93 -2.30 -1.67 -0.440
O 2.83 -1.10 -1.41 -0.156
C 1.81 -3.21 -1.81 -0.123
C 0.45 -2.83 -1.46 -0.221
O 0.05 -1.84 -0.88 -0.063
C 1.97 -4.53 -2.25 -0.105
H 5.34 -4.66 -2.46 0.093
H -0.30 -3.60 -1.75 0.119
H 1.09 -5.15 -2.37 0.102
O -0.82 1.65 2.66 -0.493
S 0.47 2.43 2.68 0.219
O 1.54 1.57 3.24 -0.451
O 0.81 2.66 1.21 -0.526
O 0.31 3.68 3.40 -0.361
```

Calculated values
Frontier orbital gap (eV): 5.54
Net charge: -2
HOMO (Ha): -0.057
Max |F| (eV Å⁻¹): 1.19
Electronic energy (eV): -106847.3979

***

C22H27Br60P2S | ωB97M-V/def2-TZVPD

```
112
Properties=species:S:1:pos:R:3:lowdin_charge:R:1
C 3.14 -3.80 2.22 -0.217
C 2.15 -3.07 2.15 -0.344
P 0.83 -1.67 1.82 0.131
P 2.41 -0.10 2.19 0.177
S 2.68 1.07 0.61 -0.078
H 4.20 -4.18 2.13 -0.112
H 0.49 -1.63 3.24 -0.175
H -0.09 -0.57 1.56 -0.176
H 1.13 -1.69 0.39 -0.215
H -0.19 -2.68 1.63 -0.061
H 3.61 -0.78 2.56 -0.121
H 1.88 0.74 3.22 -0.178
C 0.86 -1.27 -3.38 -1.613
Br 2.27 -0.57 -4.51 0.534
Br 1.54 -1.92 -1.69 0.645
Br -0.57 0.00 -3.15 0.544
H 0.44 -2.13 -3.90 -0.111
C 1.33 0.64 6.44 -1.570
Br 0.14 1.17 7.88 0.518
Br 0.68 -0.94 5.53 0.607
Br 1.67 2.10 5.22 0.611
H 2.28 0.38 6.90 -0.027
C 7.04 -2.03 1.13 -1.529
Br 8.65 -2.48 2.11 0.485
Br 7.14 -2.61 -0.72 0.534
Br 5.44 -2.68 2.01 0.773
H 6.98 -0.95 1.11 -0.057
C -2.50 -3.60 -5.18 -1.587
Br -1.10 -2.94 -6.34 0.591
Br -1.79 -4.27 -3.51 0.607
Br -3.88 -2.28 -4.89 0.513
H -2.96 -4.44 -5.69 -0.032
C 12.43 -0.94 4.10 -1.597
Br 11.41 -2.58 4.00 0.547
Br 14.33 -1.29 4.14 0.563
Br 11.95 0.30 2.70 0.532
H 12.17 -0.47 5.05 -0.026
C -1.19 3.08 -0.07 -1.615
Br -0.81 4.40 1.29 0.538
Br -1.36 1.30 0.68 0.601
Br -2.73 3.57 -1.14 0.481
H -0.34 3.05 -0.74 -0.081
C -2.93 4.28 9.26 -1.608
Br -1.81 5.64 8.46 0.553
Br -4.22 3.58 8.00 0.577
Br -1.89 2.87 10.08 0.531
H -3.50 4.76 10.05 -0.029
C -8.00 -3.55 -5.15 -1.618
Br -7.27 -5.34 -5.21 0.543
Br -9.90 -3.54 -5.57 0.541
Br -7.63 -2.67 -3.47 0.548
H -7.50 -2.98 -5.93 -0.111
C 8.66 -5.95 -3.35 -1.604
Br 7.53 -7.48 -3.72 0.564
Br 8.11 -4.40 -4.37 0.540
Br 8.75 -5.57 -1.46 0.546
H 9.66 -6.21 -3.67 -0.028
C 10.59 -0.18 -2.28 -1.596
Br 10.68 -0.14 -0.35 0.524
Br 12.27 0.35 -3.09 0.559
Br 9.99 -1.90 -2.94 0.518
H 9.85 0.55 -2.59 -0.024
C -1.63 9.57 10.02 -1.625
Br -3.48 9.76 9.50 0.560
Br -0.78 11.28 10.30 0.545
Br -1.43 8.41 11.56 0.527
H -1.11 9.09 9.20 -0.033
C -6.71 1.47 -2.92 -1.589
Br -8.51 1.71 -3.59 0.558
Br -5.75 0.10 -3.90 0.489
Br -5.73 3.14 -2.87 0.558
H -6.79 1.12 -1.90 -0.020
C 0.05 6.99 -2.18 -1.610
Br 0.80 5.21 -2.22 0.620
Br -1.84 6.99 -2.60 0.519
Br 0.42 7.89 -0.51 0.544
H 0.55 7.56 -2.96 -0.043
C 7.55 1.83 2.56 -1.625
Br 5.70 1.86 2.00 0.555
Br 8.29 3.62 2.72 0.542
Br 7.80 0.81 4.19 0.534
H 8.11 1.33 1.78 -0.052
C 2.90 7.53 11.75 -1.613
Br 1.71 6.07 11.30 0.547
Br 2.43 9.15 10.81 0.542
Br 3.01 7.81 13.66 0.557
H 3.89 7.24 11.41 -0.030
C -8.53 -2.44 -9.71 -1.591
Br -7.79 -4.22 -9.73 0.579
Br -10.43 -2.44 -10.09 0.571
Br -8.14 -1.52 -8.05 0.613
H -8.05 -1.88 -10.50 -0.028
C -10.98 -6.56 -8.16 -1.624
Br -9.69 -7.37 -6.96 0.539
Br -11.19 -7.59 -9.78 0.535
Br -12.68 -6.25 -7.28 0.557
H -10.59 -5.59 -8.44 -0.068
C 0.07 -4.74 7.98 -1.620
Br -1.39 -3.90 7.02 0.552
Br 1.78 -4.35 7.18 0.553
Br 0.04 -4.28 9.87 0.542
H -0.08 -5.81 7.91 -0.033
C -2.26 11.11 -4.13 -1.612
Br -0.95 10.37 -2.91 0.552
Br -2.44 10.03 -5.73 0.558
Br -3.97 11.39 -3.26 0.563
H -1.90 12.08 -4.44 -0.032
C -10.71 -11.47 -12.03 -1.624
Br -9.58 -12.41 -10.77 0.564
Br -12.41 -10.99 -11.25 0.546
Br -9.81 -9.93 -12.78 0.549
H -10.91 -12.15 -12.85 -0.032
```

Calculated values
Frontier orbital gap (eV): 5.06
Net charge: -1
HOMO (Ha): -0.163
Max |F| (eV Å⁻¹): 3.30
Electronic energy (eV): -4255202.5215

***

C19H15NO10 | ωB97M-V/def2-TZVPD

```
45
Properties=species:S:1:pos:R:3:lowdin_charge:R:1
O 2.42 -6.23 2.17 0.109
C 2.94 -5.42 1.42 -0.304
C 4.26 -5.64 0.82 0.078
C 4.81 -4.72 0.02 -0.208
O 6.05 -4.92 -0.55 0.082
C 4.10 -3.45 -0.30 -0.302
O 4.64 -2.62 -1.02 0.113
C 2.77 -3.24 0.28 0.083
C 2.22 -4.16 1.08 -0.198
O 0.96 -3.97 1.63 0.034
H 4.77 -6.56 1.06 0.139
H 6.23 -4.12 -1.09 0.118
H 2.26 -2.32 0.03 0.132
H 0.79 -4.77 2.17 0.122
O -1.62 3.56 -1.06 0.039
C -1.27 4.68 -1.44 -0.272
C -2.20 5.62 -2.08 0.083
C -1.78 6.82 -2.49 -0.205
O -2.65 7.71 -3.09 0.083
C -0.36 7.24 -2.33 -0.305
O -0.01 8.34 -2.74 0.109
C 0.56 6.31 -1.67 0.080
C 0.15 5.11 -1.25 -0.198
O 1.01 4.23 -0.63 0.087
H -3.23 5.30 -2.19 0.138
H -2.11 8.50 -3.30 0.118
H 1.59 6.64 -1.55 0.139
H 0.47 3.44 -0.43 0.096
O -3.84 -3.50 3.70 -0.054
C -3.67 -3.54 2.35 -0.148
O -4.31 -2.59 1.44 -0.106
C -3.41 -2.42 0.28 -0.191
C -2.33 -1.24 0.64 -0.086
C -0.85 -1.48 1.34 0.011
C 0.09 -0.15 1.57 -0.104
N -0.23 1.28 1.21 -0.022
C -1.59 1.47 0.60 -0.089
C -2.72 0.34 0.27 0.020
H -2.94 -4.39 1.94 0.163
H -4.07 -2.02 -0.61 0.141
H -2.87 -3.43 -0.03 0.133
H -0.51 -2.55 1.66 0.065
H 1.15 -0.34 2.07 0.105
H -1.88 2.59 0.30 0.076
H -3.76 0.60 -0.20 0.095
```

Calculated values
Frontier orbital gap (eV): 6.94
SMILES string: O=C1C=C(O)C(=O)C=C1O.O=C1C=C(O)C(=O)C=C1O.O=COCc1ccncc1
HOMO (Ha): -0.325
Max |F| (eV Å⁻¹): 9.37
Electronic energy (eV): -41900.6624

***

C26H52Cl2N10O5 | ωB97M-V/def2-TZVPD

```
95
Properties=species:S:1:pos:R:3:lowdin_charge:R:1
C -0.50 1.44 -4.62 -0.048
N -0.30 2.76 -5.22 -0.185
C -1.53 3.54 -5.48 -0.030
C 0.92 3.27 -5.46 -0.351
O 1.12 4.36 -5.98 -0.010
H -1.12 0.90 -5.34 0.092
H -0.99 1.45 -3.64 0.068
H 0.50 1.04 -4.47 0.059
H -2.09 3.61 -4.54 0.073
H -1.30 4.58 -5.74 0.084
H -2.23 3.02 -6.14 0.085
H 1.68 2.52 -5.18 0.129
C 3.15 2.84 1.02 -0.070
N 2.86 3.77 2.14 -0.176
C 2.66 5.16 1.72 -0.039
C 2.97 3.35 3.40 -0.407
O 2.94 4.02 4.38 0.033
H 2.45 3.07 0.22 0.080
H 3.02 1.81 1.36 0.043
H 4.18 2.87 0.65 0.071
H 3.30 5.54 0.92 0.088
H 1.65 5.19 1.32 0.075
H 2.74 5.80 2.60 0.087
H 3.06 2.25 3.49 0.109
C 0.71 -0.89 1.35 -0.024
N 0.29 -0.64 -0.06 -0.162
C -1.07 -0.95 -0.44 -0.051
C 1.07 -0.09 -1.01 -0.353
O 0.76 0.14 -2.16 -0.013
H 0.41 -1.87 1.73 0.079
H 0.23 -0.09 1.92 0.062
H 1.76 -0.75 1.60 0.075
H -1.05 -2.03 -0.63 0.086
H -1.73 -0.72 0.40 0.061
H -1.40 -0.47 -1.36 0.065
H 2.11 -0.02 -0.66 0.108
C -3.34 -3.34 3.78 -0.073
N -2.64 -4.28 2.93 -0.178
C -2.10 -5.51 3.58 -0.019
C -2.34 -3.99 1.64 -0.309
O -1.76 -4.80 0.89 -0.047
H -4.02 -3.85 4.46 0.086
H -3.89 -2.63 3.16 0.048
H -2.68 -2.82 4.47 0.087
H -1.73 -6.23 2.85 0.082
H -1.23 -5.19 4.14 0.086
H -2.79 -6.01 4.26 0.085
H -2.72 -3.02 1.29 0.112
C -1.82 2.78 -0.69 -0.049
N -2.16 2.95 0.74 -0.160
C -1.08 2.70 1.73 0.003
C -3.39 3.26 1.12 -0.369
O -3.66 3.53 2.27 -0.013
H -1.14 3.60 -0.92 0.090
H -2.69 2.86 -1.35 0.064
H -1.37 1.81 -0.88 0.057
H -1.40 3.05 2.71 0.091
H -0.78 1.65 1.73 0.059
H -0.22 3.29 1.43 0.075
H -4.04 3.28 0.23 0.136
Cl 1.30 -6.35 -0.04 0.574
C 1.18 -4.65 0.19 -1.083
Cl 2.71 -3.82 -0.19 0.484
H 0.46 -4.15 -0.46 0.014
H 0.95 -4.44 1.24 0.016
C 5.14 -1.90 2.40 -0.071
C 5.10 -0.58 3.21 -0.237
N 5.09 0.38 3.85 0.124
H 6.14 -2.12 2.03 0.068
H 4.38 -1.88 1.62 0.018
H 4.99 -2.72 3.11 0.070
C -5.96 -1.16 -1.13 -0.068
C -4.87 -0.26 -1.46 -0.275
N -4.03 0.46 -1.74 0.160
H -6.90 -0.82 -1.56 0.086
H -6.07 -1.19 -0.05 0.061
H -5.72 -2.18 -1.44 0.088
C 2.52 -2.22 -4.24 -0.074
C 1.89 -2.45 -5.55 -0.267
N 1.38 -2.58 -6.60 0.116
H 2.55 -1.17 -3.96 0.068
H 3.53 -2.64 -4.22 0.073
H 1.89 -2.72 -3.51 0.069
C -5.10 1.22 3.35 -0.072
C -4.53 0.23 2.49 -0.227
N -4.04 -0.62 1.80 0.148
H -5.78 0.77 4.07 0.090
H -5.67 1.99 2.84 0.089
H -4.23 1.64 3.86 0.089
C 6.17 -1.47 -1.54 -0.054
C 5.37 -0.51 -0.75 -0.217
N 4.72 0.27 -0.13 0.164
H 6.50 -1.10 -2.51 0.086
H 5.66 -2.42 -1.71 0.072
H 7.03 -1.71 -0.91 0.081
```

Calculated values
Frontier orbital gap (eV): 8.92
SMILES string: CN(C)C=O.CN(C)C=O.CN(C)C=O.CN(C)C=O.CN(C)C=O.ClCCl.CC#N.CC#N.CC#N.CC#N.CC#N
HOMO (Ha): -0.326
Max |F| (eV Å⁻¹): 5.47
Electronic energy (eV): -77986.4343

***

C5H14N | ωB97M-V/def2-TZVPD

```
20
Properties=species:S:1:pos:R:3:lowdin_charge:R:1
C -0.53 -0.52 -2.38 -0.099
C -0.43 0.71 -1.47 -0.250
C 0.61 0.44 -0.33 -0.176
C -0.03 -0.28 0.81 -0.313
C 0.93 -1.12 1.60 -0.040
N -0.52 0.86 1.80 0.216
H -1.50 -0.56 -2.87 0.081
H -0.42 -1.45 -1.79 0.078
H 0.37 -0.64 -2.99 0.090
H -0.18 1.60 -2.07 0.117
H -1.42 0.95 -1.08 0.098
H 1.32 -0.19 -0.85 0.118
H 1.07 1.42 -0.13 0.129
H -0.97 -0.76 0.52 0.159
H 0.50 -1.94 2.17 0.097
H 1.68 -1.56 0.94 0.098
H 1.49 -0.50 2.32 0.102
H -1.07 1.48 1.19 0.158
H -1.06 0.51 2.58 0.170
H 0.20 1.54 2.05 0.167
```

Calculated values
Frontier orbital gap (eV): 11.70
SMILES string: CCC[C@@H](C)[NH3+]
Net charge: +1
HOMO (Ha): -0.559
Energy relative to the best compared isomer or geometry (same formula, charge and spin) (eV): 0.544
Max |F| (eV Å⁻¹): 2.83
Electronic energy (eV): -6895.3174

***

C12H12FN2O2PdSbSe4 | ωB97M-V/def2-TZVPD

```
35
Properties=species:S:1:pos:R:3:lowdin_charge:R:1
Pd 2.41 0.18 0.11 0.223
C 3.63 -3.65 0.53 -0.035
C 2.47 -2.85 -0.01 -0.491
O 2.70 -2.00 -0.85 -0.059
C 1.14 -3.11 0.54 -0.026
C 0.04 -2.31 0.40 -0.360
C -1.30 -2.78 0.91 -0.067
N 0.15 -1.06 -0.12 -0.016
N -1.00 -0.45 -0.31 0.051
C -0.78 0.88 -0.60 -0.443
O 0.29 1.48 -0.60 -0.112
C -2.03 1.68 -0.88 -0.135
C -1.92 3.07 -0.86 -0.019
C -3.04 3.85 -1.12 -0.091
C -4.26 3.25 -1.40 -0.125
C -4.37 1.87 -1.42 -0.114
C -3.26 1.08 -1.15 -0.048
H 4.26 -2.92 1.04 0.075
H 4.20 -4.06 -0.31 0.074
H 3.35 -4.46 1.21 0.060
H 1.02 -4.01 1.14 0.084
H -1.19 -3.74 1.41 0.060
H -2.00 -2.89 0.08 0.067
H -1.74 -2.05 1.59 0.070
H -0.96 3.50 -0.63 0.066
H -2.95 4.93 -1.09 0.094
H -5.13 3.87 -1.61 0.084
H -5.32 1.40 -1.63 0.085
H -3.32 0.00 -1.14 0.096
Se 1.38 4.23 1.27 -0.223
Sb 2.95 2.38 1.20 -0.205
Se 1.75 0.37 2.57 0.160
Se 3.48 1.81 -1.43 0.140
Se 5.06 2.88 2.26 -0.254
F 4.27 -0.36 0.92 -0.664
```

Calculated values
2S+1: 5
Frontier orbital gap (alpha / beta) (eV): 6.13 / 5.43
Net charge: -2
HOMO (alpha / beta) (Ha): -0.057 / -0.057
Energy relative to the best compared isomer or geometry (same formula, charge and spin) (eV): 0.685
Max |F| (eV Å⁻¹): 0.74
Electronic energy (eV): -293834.1208

***

Question: The highest max |F| belongs to which entry?
Answer: C19H15NO10

***

Question: The highest max |F| belongs to which entry?
Answer: C19H15NO10

***

Question: Number 6 is which compound?
Answer: C12H12FN2O2PdSbSe4